1.
The following is a quantum chemistry calculation of a structure of composition C4H5Br2NO3S2, from OMol25.

Calculated values
Gap between HOMO and LUMO (spin up / spin down) = 7.72 / 7.72 eV
Total charge = 0
LUMO (spin up / spin down) = -1.80 / -1.80 eV
Relative energy (zero: lowest compared OMol25 entry of this formula, charge and spin) = 0.0 kJ/mol

Cartesian coordinates (Å):
C 1.16 0.95 0.62
C 2.36 0.77 -0.06
C 1.44 -1.61 -1.03
C -0.08 0.77 0.07
N -1.19 1.05 0.75
O 0.76 0.49 -2.42
O -1.09 -0.89 -1.68
O -1.44 1.51 -2.01
S 2.74 -0.37 -1.22
S -0.52 0.43 -1.73
Br 3.69 1.99 0.16
Br 2.17 -3.04 0.07
H 1.15 1.52 1.65
H 0.48 -1.12 -0.54
H -1.98 1.35 0.17
H -0.93 1.59 1.53
H 0.94 -2.10 -1.99

---

2.
The following is a quantum chemistry calculation of a structure of composition H24O12Xe, from OMol25.

Calculated values
Gap between HOMO and LUMO = 9.57 eV
Total charge = 0
LUMO = -0.45 eV
Relative energy (zero: lowest compared OMol25 entry of this formula, charge and spin) = 77.5 kJ/mol

Cartesian coordinates (Å):
Xe 0.54 0.17 -0.19
O -1.92 -1.67 -3.01
H -2.19 -0.78 -2.79
H -2.61 -1.99 -3.60
O -1.28 3.00 -1.20
H -1.14 3.21 -0.28
H -0.46 2.60 -1.49
O 1.30 2.47 2.79
H 0.68 3.05 2.35
H 0.76 1.92 3.35
O -1.99 1.16 2.56
H -1.31 0.73 3.07
H -2.17 1.98 3.03
O 3.75 -1.26 -2.00
H 3.30 -0.84 -2.74
H 3.46 -2.17 -2.03
O -3.09 0.95 -1.82
H -2.46 1.67 -1.72
H -3.00 0.44 -1.02
O -3.50 -0.31 0.61
H -4.36 0.07 0.73
H -2.92 0.20 1.18
O 3.05 -1.64 2.65
H 3.31 -1.60 3.57
H 2.10 -1.78 2.68
O 4.14 0.08 0.51
H 3.59 -0.24 1.23
H 3.82 -0.38 -0.26
O -1.48 -3.33 -0.67
H -0.55 -3.53 -0.73
H -1.64 -2.71 -1.38
O 0.38 -2.76 2.11
H 0.38 -2.64 1.16
H -0.48 -2.44 2.39
O 1.12 2.57 -2.76
H 2.04 2.83 -2.67
H 0.85 2.97 -3.59

---

3.
The following is a quantum chemistry calculation of an isolated molecule of C3H5NO, from OMol25.

Calculated values
Gap between HOMO and LUMO (spin up / spin down) = 8.88 / 7.30 eV
Total charge = 0
LUMO (spin up / spin down) = 0.47 / -0.39 eV
Relative energy (zero: lowest compared OMol25 entry of this formula, charge and spin) = 647.1 kJ/mol

Cartesian coordinates (Å):
C 0.39 -1.36 -1.56
C -0.40 -1.10 -0.56
C 0.11 1.64 1.75
N -0.23 0.17 -0.09
O -0.57 0.80 1.06
H 0.46 -2.19 -2.30
H 0.87 -0.50 -2.09
H 0.81 2.40 1.42
H -0.35 1.96 2.61
H -1.11 -1.82 -0.24

---

4.
The following is a quantum chemistry calculation of a cluster of 2 separate species, C8H13O2PS in total, from OMol25.

Calculated values
Gap between HOMO and LUMO = 8.61 eV
SMILES = CC[C@@H](OPO)C1=CS1.C#CC
Total charge = 0
LUMO = 0.64 eV
Relative energy (zero: lowest compared OMol25 entry of this formula, charge and spin) = 176.9 kJ/mol

Cartesian coordinates (Å):
C 1.22 1.08 -3.38
C 0.65 0.75 -1.98
C 0.96 1.98 -1.16
O 0.39 1.93 0.16
P 0.61 0.59 1.16
O -0.70 0.73 2.19
C 2.38 2.37 -1.02
C 3.35 2.44 -0.19
S 3.64 3.34 -1.89
H 1.34 0.12 -3.97
H 0.36 1.50 -3.99
H 2.19 1.67 -3.41
H -0.57 0.59 -2.03
H 1.27 -0.05 -1.49
H 0.34 2.90 -1.39
H 1.45 1.25 2.06
H -0.74 -0.06 2.72
H 3.91 2.26 0.74
C -3.32 -1.03 2.75
C -2.77 -2.06 3.02
C -2.10 -3.38 2.93
H -3.75 -0.05 2.70
H -2.69 -4.26 2.94
H -1.55 -3.48 1.86
H -1.34 -3.26 3.70

---

5.
The following is a quantum chemistry calculation of a structure of composition C6H13N2Ni, from OMol25.

Calculated values
⟨S²⟩ = 2.022
Multiplicity = 3
Gap between HOMO and LUMO (spin up / spin down) = 4.34 / 6.48 eV
Total charge = -1
LUMO (spin up / spin down) = 4.06 / 3.92 eV
Relative energy (zero: lowest compared OMol25 entry of this formula, charge and spin) = 0.0 kJ/mol

Cartesian coordinates (Å):
C 0.47 -0.08 -3.27
Ni 0.23 -1.45 -0.59
N -0.15 -2.67 1.03
H 0.93 -2.71 -1.20
H 0.69 -2.75 1.62
H -0.12 -0.83 -2.73
H 0.81 -0.44 -4.25
H 1.36 0.21 -2.67
H -0.32 0.72 -3.59
H -0.91 -2.35 1.65
H -0.40 -3.62 0.72
C -0.37 2.45 1.81
C -1.01 2.28 0.58
C -0.84 1.08 -0.12
N -0.07 0.09 0.40
C 0.57 0.25 1.59
C 0.42 1.42 2.32
H -0.48 3.37 2.36
H -1.61 3.08 0.17
H -1.32 0.95 -1.08
H 1.20 -0.54 1.98
H 0.93 1.55 3.27

---

6.
The following is a quantum chemistry calculation of a structure of composition C15H31BrP2Pb, from OMol25.

Calculated values
Gap between HOMO and LUMO = 5.40 eV
Total charge = 0
LUMO = -0.85 eV
Relative energy (zero: lowest compared OMol25 entry of this formula, charge and spin) = 71.6 kJ/mol

Cartesian coordinates (Å):
P -1.16 1.39 -5.83
P 0.63 -1.51 -5.81
C -0.45 0.66 -7.38
C -0.23 -0.86 -7.34
H 0.49 1.19 -7.59
H -1.18 0.90 -8.17
H -1.18 -1.42 -7.43
H 0.42 -1.16 -8.18
C 2.36 -1.17 -6.26
H 3.02 -1.54 -5.47
H 2.52 -0.09 -6.40
H 2.58 -1.70 -7.19
C 0.50 -3.31 -6.02
H 1.13 -3.63 -6.86
H -0.56 -3.57 -6.21
H 0.83 -3.80 -5.09
C -1.16 3.17 -6.22
H -1.50 3.72 -5.33
H -1.83 3.36 -7.06
H -0.13 3.48 -6.47
C -2.91 0.92 -6.00
H -3.01 -0.17 -6.05
H -3.30 1.37 -6.91
H -3.47 1.29 -5.14
Pb 1.53 0.91 1.13
C 0.38 -1.92 -2.84
C 1.23 -1.05 -3.46
C 1.09 0.44 -3.67
C 0.46 1.36 -2.59
C -0.99 1.67 -2.94
C -1.93 0.70 -2.82
C -1.75 -0.65 -3.43
C -1.05 -1.71 -2.53
C -0.66 1.20 1.45
H 0.79 -2.88 -2.53
H 2.27 -1.39 -3.57
H 0.48 0.61 -4.59
H 2.07 0.86 -3.95
H 0.57 0.94 -1.57
H 1.03 2.30 -2.60
H -1.23 2.72 -3.16
H -2.83 0.85 -2.21
H -1.13 -0.55 -4.34
H -2.72 -1.06 -3.76
H -1.20 -1.48 -1.46
H -1.57 -2.67 -2.68
H -1.03 0.39 2.09
H -1.19 1.22 0.49
H -0.73 2.17 1.96
Br 0.88 -1.54 0.49

---

Number 1: maximum force 0.066 hartree/bohr, electronic energy -173613.9114 eV. Number 2: maximum force 0.021 hartree/bohr, electronic energy -33922.4592 eV. Number 3: maximum force 0.107 hartree/bohr, electronic energy -6722.8655 eV. Number 4: maximum force 0.071 hartree/bohr, electronic energy -32720.0103 eV. Number 5: maximum force 0.058 hartree/bohr, electronic energy -50453.8128 eV. Number 6: maximum force 0.056 hartree/bohr, electronic energy -109921.2455 eV.